Entry 1:
12
Properties=species:S:1:pos:R:3:lowdin_charge:R:1 method="wB97M-V/def2-TZVPD" e_tot_ha=-751.194478 max_force_ha_per_bohr=0.0576 homo_ev="-8.461 / -8.449" homo_lumo_gap_ev="7.3912 / 8.1179" charge=0
C 0.384 0.414 0.583 -0.31
C -0.848 0.539 0.167 0.08
C 1.130 1.481 1.374 -0.11
C -1.077 -1.817 -1.470 -1.25
I -0.735 -1.875 -3.543 0.65
I -0.050 -3.226 -0.232 0.65
H 1.066 -0.351 0.180 0.06
H -1.500 1.345 -0.141 0.05
H 1.777 1.141 2.146 0.05
H 0.330 2.216 1.719 0.09
H 1.761 2.024 0.622 0.09
H -2.236 -1.892 -1.405 -0.05

---

Entry 2:
13
Properties=species:S:1:pos:R:3:lowdin_charge:R:1 method="wB97M-V/def2-TZVPD" e_tot_ha=-826.581025 max_force_ha_per_bohr=0.0443 homo_ev=-8.999 homo_lumo_gap_ev=8.7263 charge=0
C 0.477 0.723 -0.145 -0.75
C -0.369 -0.230 0.157 -0.74
C 0.135 2.193 -0.338 -0.20
C -0.285 -1.728 0.560 -0.43
O -0.366 -2.577 -0.568 -0.08
I 2.614 0.183 -0.134 0.76
I -2.451 0.073 0.120 0.95
H -0.899 2.335 -0.789 0.04
H 0.270 2.846 0.587 0.10
H 0.886 2.613 -1.111 0.08
H 0.586 -1.853 1.283 0.11
H -1.135 -1.853 1.305 0.07
H 0.537 -2.724 -0.927 0.10

---

Entry 3:
13
Properties=species:S:1:pos:R:3:lowdin_charge:R:1 method="wB97M-V/def2-TZVPD" e_tot_ha=-583.612344 max_force_ha_per_bohr=0.1050 homo_ev=-9.267 homo_lumo_gap_ev=9.9436 charge=0 smiles=Cc1cnoc1.I
C 1.675 -0.140 0.256 -0.08
C 0.287 -0.518 0.516 -0.27
C -0.874 -0.873 -0.262 -0.17
N -1.864 -1.309 0.450 0.09
O -1.349 -1.297 1.755 -0.02
C -0.161 -0.884 1.815 -0.12
H 1.920 -0.092 -0.860 0.10
H 2.272 -0.826 0.856 0.07
H 1.723 1.025 0.564 0.13
H -0.914 -0.755 -1.321 0.10
H 0.477 -0.983 2.696 0.15
I -3.462 1.621 -1.716 0.44
H -2.218 1.033 -0.933 -0.41

---

Entry 4:
13
Properties=species:S:1:pos:R:3:lowdin_charge:R:1 method="wB97M-V/def2-TZVPD" e_tot_ha=-583.551574 max_force_ha_per_bohr=0.0729 homo_ev=-7.371 homo_lumo_gap_ev=5.7214 charge=0
C -1.873 -0.561 0.469 -0.83
C -1.060 0.650 1.028 -0.17
C 0.970 -0.166 -0.174 -0.11
C 1.922 -0.122 -1.258 -0.04
N -1.525 -1.545 -0.132 0.04
O 0.182 0.815 0.229 -0.03
I -4.106 -0.070 1.004 0.40
H -1.608 1.606 0.885 0.09
H -0.767 0.590 2.076 0.12
H 1.063 -1.218 0.253 0.16
H 2.765 0.412 -0.732 0.13
H 1.684 0.684 -2.032 0.13
H 2.353 -1.075 -1.615 0.11

---

Entry 5:
13
Properties=species:S:1:pos:R:3:lowdin_charge:R:1 method="wB97M-V/def2-TZVPD" e_tot_ha=-583.559872 max_force_ha_per_bohr=0.1136 homo_ev=-8.968 homo_lumo_gap_ev=9.6796 charge=0
C -1.443 2.106 0.226 -0.15
C -1.730 0.859 0.120 -0.77
C -0.235 -0.496 -0.103 -0.40
C 2.136 -0.675 -0.112 -0.01
N -0.621 -1.691 -0.111 0.10
O 0.886 0.169 -0.364 -0.10
I -3.533 -0.068 -0.202 0.83
H -2.324 2.786 0.459 0.08
H -0.316 2.340 0.471 0.10
H 2.631 -0.478 0.873 0.09
H 2.845 -0.556 -0.952 0.09
H 1.810 -1.782 0.012 0.09
H -0.106 -2.515 -0.318 0.04

---

Entry 6:
13
Properties=species:S:1:pos:R:3:lowdin_charge:R:1 method="wB97M-V/def2-TZVPD" e_tot_ha=-583.666806 max_force_ha_per_bohr=0.0907 homo_ev=-9.005 homo_lumo_gap_ev=9.4665 charge=0 smiles=Cc1ncco1.I
C 1.472 1.504 -0.391 -0.01
C 0.962 0.264 0.118 -0.40
N 0.309 0.101 1.258 0.12
C 0.023 -1.227 1.289 -0.13
C 0.581 -1.820 0.204 -0.13
O 1.165 -0.897 -0.547 0.07
H 0.757 2.098 -0.857 0.06
H 2.368 1.333 -1.134 0.14
H 1.977 2.101 0.282 0.06
H -0.486 -1.569 2.169 0.10
H 0.356 -2.771 -0.238 0.12
I -5.320 0.189 -0.550 0.32
H -4.164 0.695 -1.605 -0.32